# 1
{"formula": "C44H63CeN7", "method": "ωB97M-V with the def2-TZVPD basis set", "gap_ev": 5.325, "max_force_ev_per_a": 0.436, "total_charge": 2, "spin_multiplicity": 1, "elements": ["Ce", "C", "C", "C", "C", "C", "C", "C", "N", "C", "C", "C", "C", "C", "C", "C", "C", "C", "C", "N", "C", "C", "C", "N", "C", "C", "C", "C", "C", "C", "C", "C", "C", "C", "C", "C", "C", "C", "N", "C", "C", "H", "H", "H", "H", "H", "H", "H", "H", "H", "H", "H", "H", "H", "H", "H", "H", "H", "H", "H", "H", "H", "H", "H", "H", "H", "H", "H", "H", "H", "H", "H", "H", "H", "H", "H", "H", "H", "H", "H", "H", "H", "H", "H", "H", "N", "C", "C", "C", "N", "H", "H", "H", "H", "H", "H", "H", "H", "H", "H", "C", "C", "C", "C", "C", "N", "H", "H", "H", "H", "H", "H", "H", "H", "H"], "xyz": [[0.32, 0.37, -0.14], [4.29, -3.21, 3.70], [4.42, -1.72, 3.39], [3.77, -1.35, 2.09], [4.36, -1.27, 0.86], [5.81, -1.43, 0.52], [6.52, -0.08, 0.40], [3.31, -0.97, -0.08], [2.11, -0.87, 0.57], [2.36, -1.12, 1.90], [1.39, -1.14, 2.90], [0.02, -1.02, 2.74], [-0.96, -1.14, 3.80], [-0.65, -1.33, 5.25], [-0.30, -0.02, 5.95], [-2.19, -1.07, 3.21], [-1.97, -0.89, 1.80], [-2.96, -0.79, 0.83], [-2.79, -0.61, -0.53], [-1.57, -0.45, -1.15], [-1.83, -0.33, -2.50], [-0.86, -0.23, -3.49], [0.51, -0.34, -3.33], [1.16, -0.45, -2.12], [2.49, -0.62, -2.41], [3.48, -0.83, -1.45], [2.70, -0.58, -3.83], [1.47, -0.40, -4.41], [1.13, -0.39, -5.86], [0.65, -1.75, -6.36], [4.02, -0.79, -4.51], [4.41, -2.27, -4.60], [-3.25, -0.40, -2.73], [-3.85, -0.57, -1.51], [-5.30, -0.78, -1.22], [-5.66, -2.26, -1.12], [-3.92, -0.30, -4.07], [-4.10, 1.15, -4.53], [-0.62, -0.85, 1.53], [-3.52, -1.22, 3.87], [-4.03, -2.66, 3.82], [4.77, -3.45, 4.64], [4.77, -3.81, 2.92], [3.25, -3.52, 3.75], [5.47, -1.43, 3.36], [3.98, -1.13, 4.20], [5.91, -1.99, -0.41], [6.29, -2.04, 1.29], [6.06, 0.54, -0.38], [7.57, -0.21, 0.15], [6.46, 0.48, 1.34], [1.75, -1.32, 3.91], [0.18, -2.04, 5.36], [-1.50, -1.80, 5.73], [0.57, 0.46, 5.50], [-0.08, -0.19, 7.00], [-1.14, 0.68, 5.89], [-3.99, -0.90, 1.18], [-1.23, -0.15, -4.50], [4.49, -0.94, -1.83], [2.00, -0.07, -6.43], [0.36, 0.37, -6.05], [1.42, -2.51, -6.23], [0.40, -1.70, -7.42], [-0.23, -2.09, -5.81], [4.80, -0.23, -3.98], [3.98, -0.36, -5.51], [4.48, -2.72, -3.61], [5.37, -2.37, -5.09], [3.67, -2.83, -5.17], [-5.90, -0.30, -2.00], [-5.57, -0.27, -0.29], [-5.43, -2.78, -2.06], [-6.72, -2.39, -0.91], [-5.09, -2.75, -0.34], [-4.89, -0.79, -4.02], [-3.34, -0.86, -4.81], [-4.71, 1.71, -3.83], [-4.58, 1.19, -5.50], [-3.14, 1.66, -4.61], [-4.25, -0.56, 3.39], [-3.46, -0.88, 4.90], [-4.12, -3.02, 2.80], [-5.01, -2.74, 4.30], [-3.35, -3.33, 4.34], [1.00, 2.52, -1.45], [2.44, 2.87, -1.38], [2.85, 3.43, -0.02], [2.91, 2.43, 1.13], [1.57, 1.94, 1.53], [0.77, 2.31, -2.42], [0.44, 3.34, -1.20], [2.69, 3.60, -2.15], [3.01, 1.96, -1.60], [2.20, 4.27, 0.25], [3.84, 3.86, -0.13], [3.42, 2.90, 1.97], [3.51, 1.56, 0.84], [1.00, 2.73, 1.82], [1.68, 1.36, 2.36], [-3.37, 2.90, 3.29], [-3.45, 3.22, 1.79], [-3.44, 4.73, 1.54], [-4.68, 2.56, 1.16], [-2.26, 2.63, 1.16], [-1.34, 2.14, 0.66], [-4.27, 3.29, 3.77], [-2.50, 3.38, 3.76], [-3.32, 1.83, 3.47], [-4.32, 5.16, 2.02], [-3.48, 4.96, 0.48], [-2.56, 5.21, 1.97], [-5.57, 3.00, 1.61], [-4.69, 1.49, 1.34], [-4.72, 2.74, 0.08]], "lowdin_charge": [1.359, -0.067, -0.183, -0.110, -0.115, -0.175, -0.073, -0.207, -0.032, -0.217, 0.064, -0.199, -0.106, -0.177, -0.071, -0.117, -0.208, 0.061, -0.203, -0.032, -0.191, 0.080, -0.210, -0.036, -0.209, 0.074, -0.106, -0.107, -0.177, -0.064, -0.177, -0.064, -0.106, -0.108, -0.183, -0.064, -0.179, -0.072, -0.030, -0.192, -0.064, 0.083, 0.083, 0.075, 0.115, 0.113, 0.117, 0.116, 0.068, 0.082, 0.080, 0.121, 0.118, 0.115, 0.069, 0.083, 0.075, 0.116, 0.118, 0.120, 0.112, 0.114, 0.073, 0.084, 0.074, 0.115, 0.112, 0.074, 0.084, 0.073, 0.116, 0.101, 0.084, 0.083, 0.073, 0.115, 0.116, 0.078, 0.082, 0.071, 0.102, 0.116, 0.074, 0.083, 0.084, -0.037, -0.205, -0.163, -0.204, -0.027, 0.100, 0.101, 0.130, 0.112, 0.126, 0.131, 0.130, 0.109, 0.097, 0.087, -0.012, -0.565, -0.022, -0.016, -0.053, 0.164, 0.106, 0.097, 0.076, 0.103, 0.097, 0.095, 0.106, 0.071, 0.099]}

# 2
{"formula": "C44H63ClN3O5SSbSi3Sn", "method": "ωB97M-V with the def2-TZVPD basis set", "gap_ev": 5.524, "max_force_ev_per_a": 1.578, "relative_energy_ev": 0.8060, "spin_multiplicity": 1, "elements": ["Sn", "C", "Sb", "C", "C", "C", "C", "C", "C", "N", "Si", "C", "C", "C", "C", "C", "C", "C", "C", "C", "N", "Si", "C", "C", "C", "Si", "C", "C", "C", "H", "H", "H", "H", "H", "H", "H", "H", "H", "H", "H", "H", "H", "H", "H", "H", "H", "H", "H", "H", "H", "H", "H", "H", "H", "H", "H", "H", "H", "H", "H", "H", "H", "H", "H", "H", "H", "H", "O", "H", "H", "Cl", "C", "H", "H", "C", "O", "H", "H", "H", "H", "N", "C", "C", "C", "C", "C", "C", "S", "O", "O", "O", "H", "H", "H", "H", "H", "H", "C", "C", "C", "C", "C", "C", "C", "C", "C", "C", "C", "C", "C", "C", "H", "H", "H", "H", "H", "H", "H", "H", "H", "H", "H"], "xyz": [[0.15, -0.04, -1.17], [1.46, -0.77, 4.08], [-0.10, -0.98, 2.57], [1.29, -0.33, 0.92], [2.15, 0.82, 1.21], [1.85, 2.18, 1.10], [2.82, 3.12, 1.42], [4.06, 2.69, 1.88], [4.28, 1.33, 1.97], [3.36, 0.43, 1.63], [2.53, -1.83, 0.71], [1.42, -3.22, -0.01], [3.92, -1.57, -0.55], [3.29, -2.70, 2.21], [-1.60, 0.42, 3.62], [-2.16, 1.38, 2.64], [-3.51, 1.78, 2.64], [-3.94, 2.79, 1.80], [-3.01, 3.43, 0.99], [-1.70, 2.98, 1.04], [-1.29, 1.97, 1.80], [-2.86, -0.87, 4.26], [-3.89, -1.54, 2.81], [-1.99, -2.41, 4.95], [-4.03, -0.27, 5.63], [-0.89, 1.56, 5.00], [0.62, 2.55, 4.39], [-0.49, 0.63, 6.61], [-2.20, 2.85, 5.45], [2.40, -0.59, 3.57], [1.53, -1.69, 4.65], [1.27, 0.05, 4.77], [0.87, 2.47, 0.76], [2.61, 4.17, 1.32], [4.83, 3.39, 2.14], [5.23, 0.93, 2.32], [0.72, -2.84, -0.76], [0.82, -3.69, 0.78], [2.03, -3.99, -0.47], [3.55, -1.41, -1.55], [4.55, -2.46, -0.56], [4.56, -0.72, -0.30], [2.53, -3.05, 2.91], [4.00, -2.09, 2.76], [3.82, -3.59, 1.85], [-4.20, 1.33, 3.33], [-4.97, 3.10, 1.80], [-3.29, 4.27, 0.36], [-0.94, 3.49, 0.47], [-3.30, -2.26, 2.24], [-4.23, -0.76, 2.12], [-4.78, -2.06, 3.18], [-1.58, -3.02, 4.15], [-2.70, -3.01, 5.51], [-1.17, -2.16, 5.63], [-4.73, 0.49, 5.31], [-3.47, 0.13, 6.48], [-4.61, -1.12, 5.99], [1.14, 2.05, 3.58], [1.33, 2.70, 5.21], [0.31, 3.53, 4.04], [-0.15, -0.39, 6.46], [-1.37, 0.59, 7.26], [0.28, 1.17, 7.16], [-2.39, 3.53, 4.61], [-1.86, 3.46, 6.29], [-3.15, 2.40, 5.73], [-1.75, -2.08, 0.17], [-2.29, -2.87, 0.04], [-2.35, -1.32, 0.08], [-0.20, 2.30, -3.53], [-0.82, 1.94, -1.93], [-1.91, 1.87, -1.99], [-0.52, 2.74, -1.28], [-4.10, 0.21, -1.20], [-3.03, 0.23, -0.25], [-4.31, 1.21, -1.58], [-5.01, -0.20, -0.76], [-3.78, -0.42, -2.03], [-3.22, 0.88, 0.43], [-0.89, -1.82, -2.62], [-1.90, -1.56, -3.62], [-1.66, -0.60, -4.59], [-2.59, -0.39, -5.59], [-3.76, -1.13, -5.60], [-4.01, -2.09, -4.63], [-3.07, -2.30, -3.63], [-4.88, -0.94, -7.02], [-4.92, 0.49, -7.25], [-6.12, -1.54, -6.58], [-4.15, -1.71, -8.02], [-1.17, -2.61, -2.04], [-0.01, -2.05, -3.08], [-0.74, -0.03, -4.55], [-2.45, 0.35, -6.37], [-4.93, -2.65, -4.68], [-3.25, -3.05, -2.86], [6.73, 1.93, -3.30], [5.99, 1.14, -4.16], [4.67, 0.82, -3.87], [4.07, 1.31, -2.71], [4.82, 2.13, -1.86], [6.14, 2.43, -2.14], [2.70, 0.99, -2.28], [1.87, 0.02, -2.67], [1.94, -0.87, -3.82], [2.06, -2.26, -3.67], [1.95, -3.11, -4.76], [1.72, -2.59, -6.03], [1.62, -1.22, -6.20], [1.73, -0.37, -5.11], [7.76, 2.17, -3.53], [6.44, 0.75, -5.07], [4.11, 0.19, -4.54], [4.37, 2.51, -0.95], [6.71, 3.04, -1.46], [2.39, 1.60, -1.43], [2.26, -2.67, -2.68], [2.04, -4.18, -4.61], [1.60, -3.26, -6.87], [1.44, -0.81, -7.18], [1.65, 0.70, -5.25]], "lowdin_charge": [1.412, -0.288, 1.495, -0.530, -0.472, -0.073, -0.062, -0.062, -0.109, 0.051, 0.441, -0.200, -0.142, -0.180, -0.531, -0.451, -0.068, -0.050, -0.050, -0.157, 0.106, 0.448, -0.156, -0.201, -0.169, 0.499, -0.165, -0.170, -0.159, -0.020, 0.013, -0.036, 0.067, 0.116, 0.106, 0.119, -0.028, 0.026, 0.038, -0.004, 0.044, 0.027, 0.016, 0.028, 0.037, 0.094, 0.120, 0.113, 0.091, 0.012, 0.014, 0.041, 0.001, 0.038, 0.015, 0.025, 0.015, 0.036, -0.003, 0.040, 0.036, 0.008, 0.026, 0.038, 0.030, 0.040, 0.019, -0.175, 0.065, -0.010, 0.613, -0.671, -0.008, -0.033, -0.073, -0.198, 0.094, 0.093, 0.068, 0.040, 0.058, -0.311, -0.044, -0.029, -0.241, -0.044, -0.052, 0.399, -0.358, -0.362, -0.351, 0.076, 0.055, 0.045, 0.122, 0.115, 0.110, -0.085, -0.071, -0.011, -0.198, -0.036, -0.078, -0.134, -0.272, -0.302, -0.075, -0.064, -0.065, -0.056, -0.073, 0.102, 0.106, 0.099, 0.093, 0.103, 0.076, 0.094, 0.109, 0.109, 0.115, 0.111]}

| no. | E_LUMO (Eh) |
| --- | --- |
| 1 | -0.2450 |
| 2 | -0.0685 |